Below is a molecular structure, C15H16NO7PdSe, with properties calculated with ωB97M-V/def2-TZVPD.

The geometry in XYZ format:
```
41
C15H16NO7PdSe (ωB97M-V/def2-TZVPD)
Pd 1.65 -1.63 -0.11
O 1.79 -2.71 3.87
C 1.42 -2.73 2.59
O 1.34 -1.70 1.96
C 1.04 -4.12 2.14
O 0.64 -4.18 0.81
C 1.61 -4.78 -0.06
C 3.04 -4.24 0.12
O 3.95 -5.04 0.18
O 3.15 -2.97 0.27
H 2.01 -1.79 4.09
H 0.18 -4.38 2.78
H 1.85 -4.82 2.40
H 1.27 -4.57 -1.07
H 1.63 -5.86 0.10
Se 1.71 -1.21 -4.96
C 1.87 -1.42 -3.19
N 2.00 -1.56 -2.05
C -3.78 4.70 -0.99
C -2.66 3.73 -0.72
C -2.30 3.39 0.58
C -1.28 2.48 0.84
C -0.90 2.13 2.25
C -0.61 1.90 -0.24
C -0.95 2.22 -1.55
C -0.22 1.59 -2.71
C -1.96 3.14 -1.77
C 0.52 0.93 0.03
O 0.23 -0.27 -0.36
O 1.55 1.30 0.55
H -4.05 5.25 -0.08
H -4.67 4.18 -1.34
H -3.50 5.43 -1.75
H -2.83 3.84 1.41
H -1.55 2.64 2.96
H 0.13 2.41 2.45
H -0.98 1.06 2.42
H 0.86 1.68 -2.60
H -0.51 2.05 -3.66
H -0.44 0.52 -2.77
H -2.22 3.41 -2.79
```

## Properties
charge = -1
maximum force = 0.0062 Eh/bohr
energy = -3692.08755 hartree
LUMO energy = 2.3017 eV
molar mass = 507.7 Da

Formally, the natural (NBO) partial charges of the atoms, in units of the elementary charge, are as follows: 1.048 -0.660 0.821 -0.597 -0.181 -0.520 -0.192 0.738 -0.656 -0.738 0.506 0.216 0.222 0.222 0.184 -0.317 0.175 -0.588 -0.621 -0.021 -0.235 0.006 -0.639 -0.074 0.023 -0.643 -0.229 0.761 -0.701 -0.665 0.206 0.211 0.210 0.191 0.198 0.239 0.218 0.231 0.206 0.248 0.196


Below is C3H3ClFNO in the gas phase in a non-equilibrium geometry, with properties calculated with ωB97M-V/def2-TZVPD.

The geometry in XYZ format:
```
10
C3H3ClFNO (ωB97M-V/def2-TZVPD)
C 1.62 -0.06 -0.02
C 0.50 -0.76 -0.06
C -1.53 0.71 -0.15
H 0.56 -1.81 -0.02
H -1.35 -1.08 0.61
H -0.96 1.58 -0.60
N -0.79 -0.35 0.21
O -2.71 0.72 0.00
F 2.82 -0.62 -0.07
Cl 1.84 1.67 0.09
```

## Properties
SMILES = O=CN/C=C(/F)Cl
charge = 0
maximum force = 0.0379 Eh/bohr
energy = -806.13869 hartree
LUMO energy = 0.6258 eV
molar mass = 123.5 Da

Formally, the natural (NBO) partial charges of the atoms, in units of the elementary charge, are as follows: 0.329 -0.127 0.534 0.225 0.408 0.125 -0.610 -0.582 -0.304 0.001


Below is 7 unconnected molecules or ions with the total composition C19H47Br3N3O in a non-equilibrium geometry, with properties calculated with ωB97M-V/def2-TZVPD.

The geometry in XYZ format:
```
73
C19H47Br3N3O (ωB97M-V/def2-TZVPD)
N -0.14 1.80 0.70
H -0.06 1.78 -0.32
H -0.42 0.82 0.98
H -0.89 2.41 1.05
H 0.75 2.04 1.13
C -0.49 -1.10 3.63
C -1.13 -1.52 2.29
C -2.63 -1.70 2.50
O -0.68 -0.85 1.19
H -1.03 -1.52 4.48
H -0.38 -0.02 3.78
H 0.54 -1.47 3.65
H -0.81 -2.58 2.21
H -3.18 -1.88 1.57
H -3.18 -0.83 2.90
H -2.88 -2.44 3.27
C 8.13 -1.08 -0.94
C 6.62 -1.22 -0.65
C 6.15 -0.26 0.40
N 4.63 -0.17 0.50
C 4.02 0.40 -0.77
C 3.86 -1.48 0.70
C 2.56 -1.05 1.43
C 3.08 0.06 2.36
C 4.22 0.80 1.63
H 8.84 -1.55 -0.25
H 8.42 -0.03 -1.02
H 8.36 -1.45 -1.94
H 6.25 -2.22 -0.44
H 6.15 -0.91 -1.59
H 6.41 0.79 0.25
H 6.42 -0.58 1.41
H 4.08 -0.34 -1.56
H 4.47 1.36 -1.00
H 2.96 0.57 -0.62
H 3.63 -1.99 -0.23
H 4.53 -1.99 1.40
H 1.78 -0.77 0.73
H 2.29 -1.95 1.98
H 2.31 0.79 2.62
H 3.47 -0.41 3.26
H 3.91 1.76 1.23
H 5.10 0.96 2.24
C -6.63 -1.64 0.09
C -5.44 -0.76 -0.27
C -5.22 -0.52 -1.78
N -4.03 0.38 -2.01
C -2.75 -0.15 -1.37
C -4.35 1.82 -1.65
C -3.45 2.73 -2.43
C -2.89 1.87 -3.57
C -3.70 0.57 -3.54
H -6.75 -1.61 1.17
H -6.30 -2.66 -0.13
H -7.53 -1.47 -0.50
H -4.56 -1.28 0.09
H -5.48 0.24 0.19
H -6.04 0.01 -2.26
H -4.96 -1.46 -2.27
H -1.89 0.46 -1.64
H -2.63 -1.16 -1.74
H -2.91 -0.19 -0.30
H -4.28 1.93 -0.57
H -5.35 2.04 -2.04
H -2.60 3.02 -1.83
H -3.92 3.60 -2.89
H -1.82 1.68 -3.45
H -2.95 2.33 -4.56
H -3.26 -0.38 -3.85
H -4.64 0.78 -4.05
Br 0.82 1.17 -2.71
Br -2.63 3.77 1.13
Br 2.10 3.91 2.61
```

## Properties
charge = -1
maximum force = 0.0409 Eh/bohr
energy = -8713.71095 hartree
LUMO energy = 1.9105 eV
molar mass = 573.3 Da

Formally, the Löwdin partial charges of the atoms, in units of the elementary charge, are as follows: 0.190 -0.028 0.050 -0.130 -0.013 -0.081 -0.657 -0.101 -0.305 0.059 0.075 0.044 0.100 0.037 0.074 0.061 -0.091 -0.225 -0.140 -0.262 -0.017 -0.093 -0.142 -0.145 -0.091 0.070 0.075 0.070 0.113 0.106 0.139 0.134 0.092 0.117 0.045 0.132 0.129 0.098 0.113 0.068 0.115 0.077 0.119 -0.089 -0.223 -0.119 -0.254 0.037 -0.139 -0.160 -0.175 -0.077 0.077 0.074 0.070 0.076 0.116 0.124 0.132 0.048 0.113 0.080 0.069 0.130 0.069 0.119 0.007 0.113 0.127 0.123 -0.440 -0.391 -0.617


Repeat the first record exactly.
Below is a molecular structure, C15H16NO7PdSe, with properties calculated with ωB97M-V/def2-TZVPD.

The geometry in XYZ format:
```
41
C15H16NO7PdSe (ωB97M-V/def2-TZVPD)
Pd 1.65 -1.63 -0.11
O 1.79 -2.71 3.87
C 1.42 -2.73 2.59
O 1.34 -1.70 1.96
C 1.04 -4.12 2.14
O 0.64 -4.18 0.81
C 1.61 -4.78 -0.06
C 3.04 -4.24 0.12
O 3.95 -5.04 0.18
O 3.15 -2.97 0.27
H 2.01 -1.79 4.09
H 0.18 -4.38 2.78
H 1.85 -4.82 2.40
H 1.27 -4.57 -1.07
H 1.63 -5.86 0.10
Se 1.71 -1.21 -4.96
C 1.87 -1.42 -3.19
N 2.00 -1.56 -2.05
C -3.78 4.70 -0.99
C -2.66 3.73 -0.72
C -2.30 3.39 0.58
C -1.28 2.48 0.84
C -0.90 2.13 2.25
C -0.61 1.90 -0.24
C -0.95 2.22 -1.55
C -0.22 1.59 -2.71
C -1.96 3.14 -1.77
C 0.52 0.93 0.03
O 0.23 -0.27 -0.36
O 1.55 1.30 0.55
H -4.05 5.25 -0.08
H -4.67 4.18 -1.34
H -3.50 5.43 -1.75
H -2.83 3.84 1.41
H -1.55 2.64 2.96
H 0.13 2.41 2.45
H -0.98 1.06 2.42
H 0.86 1.68 -2.60
H -0.51 2.05 -3.66
H -0.44 0.52 -2.77
H -2.22 3.41 -2.79
```

## Properties
charge = -1
maximum force = 0.0062 Eh/bohr
energy = -3692.08755 hartree
LUMO energy = 2.3017 eV
molar mass = 507.7 Da

Formally, the natural (NBO) partial charges of the atoms, in units of the elementary charge, are as follows: 1.048 -0.660 0.821 -0.597 -0.181 -0.520 -0.192 0.738 -0.656 -0.738 0.506 0.216 0.222 0.222 0.184 -0.317 0.175 -0.588 -0.621 -0.021 -0.235 0.006 -0.639 -0.074 0.023 -0.643 -0.229 0.761 -0.701 -0.665 0.206 0.211 0.210 0.191 0.198 0.239 0.218 0.231 0.206 0.248 0.196


Q: Which value of molar mass does entry 1 give?
A: 507.7 Da